C4H6N2O | the ωB97M-V functional and the def2-TZVPD basis

The calculation puts the HOMO energy at -9.0 eV. The energy above the lowest of the compared OMol25 structures with the same formula, charge and spin comes out at 503.4 kJ/mol. The calculation puts the HOMO-LUMO gap at 0.299 Eh.

Geometry as ORCA input:
```
! RIJCOSX wB97M-V def2-TZVPD def2/J DEFGRID3
* xyz 0 1
C 1.32987 0.28681 -1.95535
C 0.40892 0.07312 -0.78820
N -0.87621 -0.29881 -1.07169
O -1.56974 -0.51221 -0.04238
C -0.42324 -0.36459 1.26590
N -1.01152 0.22412 2.36496
C 0.72527 0.12389 0.56517
H 0.78221 0.61813 -2.84246
H 2.09471 1.02495 -1.70432
H 1.84411 -0.64738 -2.21020
H -1.78818 -0.28998 2.75554
H -1.20351 1.21281 2.28251
H -0.31269 -1.45086 1.38053
*
```